Model a:
DFT (wB97M-V/def2-TZVPD) results for a 2-piece molecular cluster, C7H14N3O overall.

```
! RIJCOSX wB97M-V def2-TZVPD def2/J DEFGRID3
* xyz 1 1
N 0.121 0.914 1.490
O -1.332 -1.521 -2.414
H -1.348 -1.908 -0.367
C -1.221 2.313 0.505
H 1.664 3.255 1.765
H 0.549 3.185 3.128
C 0.614 3.309 2.047
H -1.769 3.147 0.123
N -1.522 1.015 0.164
H 0.844 0.570 2.100
H -2.221 -1.834 -2.619
C -0.827 -2.203 -1.296
C -0.168 2.256 1.356
H -0.912 -3.294 -1.407
H 0.516 -0.637 -2.674
C 1.361 -2.432 0.005
C 0.604 -1.835 -1.100
H -2.288 0.766 -0.438
H 1.426 -3.513 -0.124
N 1.121 -0.999 -1.937
C -0.707 0.121 0.770
H 2.077 -0.675 -1.881
H 0.227 4.289 1.787
H 2.365 -2.026 0.079
H 0.826 -2.262 0.939
*
```

## Properties
HOMO: -11.72 eV

Atomic partial charges in e from the Mulliken method, atoms 1 to 2:
1 N 0.13
2 O -0.58

Model b:
DFT (wB97M-V/def2-TZVPD) results for a 2-piece molecular cluster, C7H14N3O overall.

```
! RIJCOSX wB97M-V def2-TZVPD def2/J DEFGRID3
* xyz 1 1
H -2.113 -1.700 0.934
C -0.957 -0.041 0.898
C 0.052 -2.290 -0.723
O 1.485 0.798 -1.201
H 4.469 0.639 1.004
H 0.549 -2.874 -1.453
H -1.928 1.670 -1.292
H 2.906 -1.009 1.087
H 0.697 0.607 -1.627
H -3.186 -0.486 -1.350
C 1.601 -0.247 -0.325
H -3.944 -0.163 0.146
C -2.924 -0.073 -0.339
H -0.776 2.012 0.851
N -1.124 1.205 0.513
C 3.537 0.912 0.514
H 3.717 1.045 -0.610
H -0.792 -2.728 -0.321
N -1.988 -0.846 0.509
H -0.179 -0.344 1.542
H 3.163 1.886 0.972
C 0.583 -1.217 -0.240
N 2.558 -0.145 0.609
H -3.041 2.042 0.232
C -2.367 1.347 -0.331
*
```

## Properties
HOMO: -11.40 eV

Atomic partial charges in e from the Mulliken method, atoms 1 to 2:
1 H 0.25
2 C -0.42

Model c:
DFT (wB97M-V/def2-TZVPD) results for an isolated ion of composition C7H14N3O and charge +1.

```
! RIJCOSX wB97M-V def2-TZVPD def2/J DEFGRID3
* xyz 1 1
H 2.513 -1.333 -1.477
C 0.461 -1.515 -1.916
N -0.606 -0.200 1.789
H -0.921 2.815 0.488
C 0.136 -1.340 1.629
H -1.328 -0.199 2.468
C -2.551 1.314 -0.073
H -2.507 0.140 -0.089
H 1.875 0.149 -2.105
N 0.604 0.796 0.141
H -0.420 -0.982 -1.565
H -2.523 1.707 -1.017
C 1.564 -0.284 0.067
H 3.571 -0.403 0.467
H -1.917 2.011 1.958
H -0.188 -2.224 2.205
C -0.443 0.806 0.964
H 0.937 1.518 -0.508
N 1.117 -1.435 0.924
C 1.647 -0.746 -1.381
O 2.788 0.223 0.583
H 0.572 -2.552 -1.556
H -3.615 1.535 0.133
H 0.676 -1.628 -3.027
C -1.441 1.826 0.899
*
```

## Properties
SMILES string: CCC1=[NH+][C@](O)(CC)N=CN1
HOMO: -14.46 eV

Atomic partial charges in e from the Mulliken method, atoms 1 to 2:
1 H 0.40
2 C -0.98

Model d:
DFT (wB97M-V/def2-TZVPD) results for an isolated ion of composition C7H14N3O and charge +1.

```
! RIJCOSX wB97M-V def2-TZVPD def2/J DEFGRID3
* xyz 1 1
H 2.319 0.256 0.317
H 2.007 1.070 -1.656
C -3.231 0.791 0.572
H -3.583 1.480 -0.262
C 1.465 -2.420 -0.990
C 0.327 -0.327 -0.085
H 0.649 2.163 -1.257
H 1.654 -3.273 -0.479
H -0.043 2.088 1.038
O -1.854 0.861 0.550
C -1.270 -0.252 0.341
N -1.778 -1.431 0.112
H 1.205 -2.721 -2.030
H 1.650 2.076 1.761
C 0.825 1.547 1.433
H 2.286 2.408 -0.399
H -0.924 -3.233 -0.649
H 0.552 0.886 2.286
C 1.561 1.745 -0.923
H -3.475 -0.241 0.438
N 0.399 -1.599 -0.434
H -3.552 1.341 1.522
C 1.287 0.693 0.248
N -0.820 -2.211 -0.432
H 2.344 -1.694 -1.022
*
```

## Properties
SMILES string: COc1n[nH][n+](C)c1C(C)C
HOMO: -13.08 eV

Atomic partial charges in e from the Mulliken method, atoms 1 to 2:
1 H 0.38
2 H 0.37

Pick the least stable structure from those above. Pick: model d